{"formula": "C26H23N2", "method": "the ωB97M-V functional and the def2-TZVPD basis", "symbols": ["C", "C", "C", "C", "C", "C", "C", "C", "C", "C", "C", "C", "C", "C", "C", "C", "C", "C", "C", "C", "C", "H", "H", "H", "H", "H", "H", "H", "H", "H", "H", "H", "H", "H", "H", "H", "H", "H", "N", "C", "C", "C", "N", "C", "C", "H", "H", "H", "H", "H", "H"], "positions_angstrom": [[4.340701, -3.130500, 1.426020], [3.103787, -3.394669, 2.029156], [2.070773, -2.459684, 1.962427], [2.267289, -1.201019, 1.345908], [1.186948, -0.217674, 1.256250], [-0.157828, -0.645773, 1.185466], [-1.270777, 0.169662, 1.242541], [-2.639398, -0.269295, 1.247659], [-3.679726, 0.693581, 1.349561], [-5.012041, 0.303748, 1.397219], [-5.347209, -1.063129, 1.340451], [-4.330595, -2.025851, 1.230474], [-2.992437, -1.639078, 1.173316], [1.516788, 1.204884, 1.249242], [0.760093, 2.118722, 0.493206], [1.017482, 3.485091, 0.517610], [2.057792, 3.982751, 1.311172], [2.856595, 3.092514, 2.043312], [2.607628, 1.721396, 1.995611], [3.537907, -0.938267, 0.773348], [4.548158, -1.898248, 0.790910], [5.138009, -3.875468, 1.443619], [2.943460, -4.338527, 2.552779], [1.107627, -2.673953, 2.427463], [-0.320625, -1.722603, 1.143939], [-1.144277, 1.235668, 1.428692], [-3.404019, 1.749807, 1.385932], [-5.800333, 1.057409, 1.464902], [-6.394517, -1.375912, 1.368554], [-4.574894, -3.089079, 1.171068], [-2.206694, -2.388273, 1.073247], [-0.027617, 1.716830, -0.146622], [0.401956, 4.148140, -0.091061], [2.247872, 5.055221, 1.354789], [3.687267, 3.465974, 2.644386], [3.255865, 1.031915, 2.545288], [3.721774, 0.029220, 0.300638], [5.505442, -1.676693, 0.315930], [-0.887359, 0.633350, -1.749952], [-0.264698, 1.493117, -2.579829], [-0.173103, 1.305928, -3.957050], [-0.774937, 0.159182, -4.526867], [-0.704138, -0.069460, -5.864244], [-1.445328, -0.735726, -3.657487], [-1.473748, -0.449282, -2.287623], [0.181643, 2.379879, -2.126751], [0.345337, 2.040968, -4.572983], [-1.173444, -0.853506, -6.295562], [-0.267646, 0.599298, -6.486294], [-1.943123, -1.626505, -4.041622], [-1.997692, -1.116106, -1.598139]], "forces_ev_per_angstrom": [[-0.3, 0.4, -0.1], [-0.1, 0.1, -0.1], [0.2, 0.1, -0.1], [0.5, -0.5, -0.1], [-0.3, 0.3, 0.1], [0.2, -0.3, 0.2], [0.1, 0.1, 0.6], [-0.7, -0.3, -0.2], [0.4, -0.3, 0.0], [-0.1, -0.3, -0.1], [0.5, 0.3, 0.0], [0.2, 0.1, -0.1], [-0.3, 0.3, 0.0], [0.5, 0.6, 0.0], [-0.2, 0.0, -0.1], [0.3, -0.1, 0.2], [-0.1, -0.3, 0.0], [-0.1, -0.2, -0.2], [0.0, -0.1, 0.0], [-0.1, 0.0, 0.1], [-0.2, 0.0, 0.1], [-0.3, 0.2, 0.0], [0.0, 0.3, -0.2], [0.3, 0.0, -0.1], [0.1, 0.3, -0.2], [0.0, -0.3, -0.1], [-0.2, -0.3, 0.0], [0.3, -0.3, 0.0], [0.4, 0.1, 0.0], [0.0, 0.4, 0.1], [-0.3, 0.1, 0.1], [0.3, 0.2, 0.2], [0.2, -0.1, 0.2], [0.0, -0.3, 0.0], [-0.3, -0.1, -0.2], [-0.3, 0.3, -0.1], [-0.1, -0.4, 0.1], [-0.3, -0.1, 0.2], [-0.1, 0.1, -0.2], [-0.3, -0.7, -0.6], [-0.2, -0.2, 0.5], [0.0, 0.0, 0.4], [0.0, 0.0, -0.4], [0.1, 0.4, 0.5], [0.4, 0.4, -0.9], [-0.1, -0.2, -0.1], [-0.1, -0.2, 0.1], [0.1, 0.3, 0.2], [-0.2, -0.2, 0.3], [0.2, 0.2, 0.1], [0.1, 0.2, -0.2]], "nbo_charge": [-0.14, -0.21, -0.16, -0.06, 0.24, -0.32, 0.07, -0.07, -0.15, -0.22, -0.13, -0.22, -0.16, -0.15, -0.20, -0.16, -0.16, -0.22, -0.15, -0.16, -0.22, 0.23, 0.23, 0.22, 0.22, 0.23, 0.22, 0.24, 0.24, 0.23, 0.22, 0.26, 0.22, 0.23, 0.24, 0.23, 0.23, 0.23, -0.54, 0.06, -0.32, 0.23, -0.78, -0.32, 0.07, 0.19, 0.22, 0.40, 0.40, 0.22, 0.19], "charge": 1, "de_lowest_kcal_mol": 6.1}

=====

{"formula": "C26H23N5O5", "method": "the ωB97M-V functional and the def2-TZVPD basis", "symbols": ["C", "O", "C", "C", "C", "C", "N", "C", "O", "C", "C", "C", "C", "C", "C", "N", "C", "C", "C", "C", "C", "O", "C", "C", "C", "N", "C", "C", "N", "O", "O", "C", "N", "C", "C", "C", "H", "H", "H", "H", "H", "H", "H", "H", "H", "H", "H", "H", "H", "H", "H", "H", "H", "H", "H", "H", "H", "H", "H"], "positions_angstrom": [[5.420372, -0.535959, 2.879768], [5.177452, -0.227387, 1.528235], [3.989998, 0.353077, 1.198167], [3.829818, 0.688144, -0.147200], [2.666402, 1.276648, -0.590479], [1.625213, 1.526864, 0.298205], [0.408966, 2.103045, -0.146365], [-0.040767, 3.263708, 0.437379], [0.584672, 3.823139, 1.316662], [-1.350152, 3.741097, -0.049412], [-1.825504, 4.986747, 0.344323], [-3.091833, 5.398809, -0.020915], [-3.901902, 4.551703, -0.764891], [-3.445043, 3.310846, -1.164817], [-2.159182, 2.900618, -0.823702], [-1.665473, 1.660586, -1.168224], [-0.231897, 1.539738, -1.325644], [0.110284, 0.076030, -1.460051], [0.689992, -0.445043, -2.603150], [0.999258, -1.791458, -2.688772], [0.725646, -2.645738, -1.626554], [0.995703, -3.978421, -1.617882], [1.621706, -4.551391, -2.743495], [0.120976, -2.125611, -0.471753], [-0.215661, -3.031292, 0.687116], [-1.540315, -2.760838, 1.181677], [-2.676434, -2.776141, 0.481275], [-3.680678, -2.404127, 1.367242], [-5.054115, -2.271353, 1.083403], [-5.406476, -2.461999, -0.066129], [-5.795005, -1.974178, 1.998069], [-3.017955, -2.182711, 2.593562], [-1.732636, -2.399958, 2.449388], [-0.177237, -0.778939, -0.404409], [1.784082, 1.199515, 1.636041], [2.957249, 0.622773, 2.088694], [5.380667, 0.358471, 3.509123], [6.425767, -0.953093, 2.910289], [4.709802, -1.278544, 3.257393], [4.643542, 0.487623, -0.825958], [2.570121, 1.550498, -1.629608], [-1.180067, 5.609122, 0.945181], [-3.456102, 6.368740, 0.280198], [-4.898373, 4.863933, -1.040607], [-4.076819, 2.652180, -1.743593], [-2.209597, 1.134712, -1.836887], [0.111793, 2.089043, -2.232303], [0.911652, 0.200289, -3.440435], [1.455151, -2.164793, -3.591176], [1.000451, -4.458666, -3.639332], [2.601652, -4.101933, -2.927132], [1.748438, -5.605177, -2.501374], [0.468631, -2.860590, 1.522580], [-0.137450, -4.074747, 0.369851], [-2.727879, -3.036196, -0.555689], [-3.440188, -1.879932, 3.529263], [-0.637457, -0.377163, 0.485544], [0.987820, 1.408584, 2.332499], [3.048936, 0.387083, 3.136835]], "forces_ev_per_angstrom": [[0.0, 0.0, 0.2], [-0.1, 0.1, -0.3], [-0.1, 0.0, -0.2], [0.2, -0.1, 0.2], [-0.1, 0.1, 0.3], [0.4, 0.1, 0.3], [0.0, -0.1, 0.1], [0.1, 0.1, 0.0], [0.0, 0.2, 0.1], [-0.3, 0.1, -0.2], [0.0, -0.1, -0.1], [0.0, 0.1, 0.1], [0.0, -0.1, 0.0], [0.0, 0.0, 0.0], [0.1, 0.3, 0.2], [-0.1, -0.2, 0.0], [-0.1, -0.1, -0.5], [-0.1, -0.1, -0.3], [-0.2, 0.2, 0.3], [0.1, -0.4, -0.1], [-0.1, 0.3, 0.1], [-0.1, 0.2, 0.2], [0.1, -0.1, -0.2], [0.0, -0.1, 0.0], [0.6, -0.2, -0.3], [-0.7, 0.0, -0.2], [-0.7, 0.1, 0.2], [1.6, -0.2, 0.2], [-0.4, 0.0, -0.2], [-0.1, 0.0, -0.3], [-0.1, 0.1, 0.2], [-0.4, -0.1, -0.4], [0.4, 0.2, 0.9], [0.1, -0.2, -0.3], [0.0, 0.1, -0.3], [0.3, -0.2, 0.1], [0.0, 0.0, 0.0], [-0.1, 0.0, 0.1], [0.0, 0.0, 0.0], [0.1, 0.0, -0.1], [0.0, 0.0, -0.1], [0.1, 0.0, 0.1], [0.0, 0.1, 0.0], [-0.1, 0.0, 0.0], [-0.1, -0.1, -0.1], [0.1, 0.1, 0.0], [-0.1, -0.2, 0.2], [0.0, 0.1, -0.1], [0.0, -0.1, -0.1], [0.0, 0.0, 0.0], [0.0, 0.0, 0.0], [0.0, 0.1, -0.1], [-0.1, -0.1, -0.1], [0.0, 0.1, 0.2], [0.0, 0.0, -0.2], [-0.1, 0.1, 0.2], [-0.1, 0.0, 0.2], [-0.1, 0.0, 0.1], [0.0, 0.0, 0.1]], "nbo_charge": [-0.25, -0.49, 0.30, -0.25, -0.23, 0.20, -0.49, 0.67, -0.60, -0.24, -0.12, -0.26, -0.16, -0.29, 0.29, -0.62, 0.12, 0.02, -0.19, -0.30, 0.30, -0.50, -0.25, -0.01, -0.26, -0.14, 0.01, -0.09, 0.53, -0.39, -0.38, -0.02, -0.25, -0.22, -0.18, -0.31, 0.18, 0.20, 0.17, 0.22, 0.21, 0.24, 0.22, 0.22, 0.21, 0.39, 0.16, 0.22, 0.22, 0.18, 0.18, 0.20, 0.25, 0.23, 0.24, 0.23, 0.23, 0.23, 0.22], "de_lowest_kcal_mol": 106.0, "smiles": "COc1ccc(N2C(=O)c3ccccc3N[C@@H]2c2ccc(OC)c(Cn3cc([N+](=O)[O-])cn3)c2)cc1"}

=====

{"formula": "C26H23N6O2S3Sm", "method": "the ωB97M-V functional and the def2-TZVPD basis", "symbols": ["Sm", "C", "S", "C", "S", "N", "N", "C", "C", "C", "C", "C", "C", "N", "H", "H", "H", "H", "H", "H", "H", "H", "O", "C", "O", "C", "C", "C", "C", "C", "C", "N", "C", "C", "C", "C", "C", "C", "N", "H", "H", "H", "H", "H", "H", "H", "H", "H", "H", "S", "C", "N", "C", "C", "C", "C", "H", "H", "H", "H", "H"], "positions_angstrom": [[-15.451306, 2.588763, 9.205161], [-12.663941, 7.879826, 9.665631], [-13.241788, 7.045356, 11.158322], [-14.008588, 5.531619, 10.619795], [-13.655689, 4.719049, 9.151968], [-14.878616, 5.101663, 11.544898], [-15.458012, 3.849313, 11.292584], [-16.356656, 3.511155, 12.230302], [-17.168590, 2.375908, 12.107762], [-18.012424, 2.040356, 13.187163], [-18.901091, 0.978729, 13.040148], [-18.911068, 0.264735, 11.870838], [-18.097122, 0.680428, 10.823744], [-17.218176, 1.664913, 10.934312], [-13.155843, 8.877433, 9.685125], [-12.885058, 7.294482, 8.760397], [-11.573558, 8.041028, 9.817877], [-16.388870, 4.088283, 13.127569], [-17.888271, 2.539944, 14.160742], [-19.599257, 0.734508, 13.835220], [-19.503813, -0.641485, 11.736335], [-18.131189, 0.172136, 9.836057], [-18.010856, 8.521617, 5.010973], [-17.442996, 8.292312, 6.246917], [-17.001399, 9.200975, 6.898807], [-17.438220, 6.847899, 6.619305], [-17.482987, 5.828737, 5.659088], [-17.496726, 4.498041, 6.020853], [-17.438416, 4.173446, 7.368350], [-17.472279, 5.183802, 8.356365], [-17.435892, 6.525749, 7.976251], [-17.250968, 2.854072, 7.777630], [-17.602330, 1.743725, 7.149275], [-16.929528, 0.500666, 7.337055], [-17.222707, -0.673754, 6.568199], [-16.468070, -1.808397, 6.776054], [-15.484164, -1.846346, 7.788983], [-15.348061, -0.731766, 8.567389], [-15.973517, 0.426359, 8.333743], [-18.677084, 7.816265, 4.773572], [-17.524226, 6.034486, 4.588743], [-17.495809, 3.691143, 5.293614], [-17.577206, 4.871102, 9.410674], [-17.368462, 7.297438, 8.737931], [-18.420810, 1.733849, 6.446900], [-18.003383, -0.678432, 5.809488], [-16.667658, -2.679242, 6.184207], [-14.855452, -2.717395, 7.932380], [-14.692444, -0.694412, 9.421853], [-14.114800, 2.399648, 6.661506], [-12.427017, 2.280817, 6.493226], [-11.954011, 2.467519, 5.198823], [-10.605167, 2.440168, 4.928542], [-9.689878, 2.263656, 5.929961], [-10.129749, 2.020640, 7.240135], [-11.494528, 2.014772, 7.500064], [-12.685938, 2.601764, 4.510857], [-10.309913, 2.639304, 3.907745], [-8.601586, 2.331010, 5.642601], [-9.410289, 1.804291, 8.014699], [-11.876886, 1.893287, 8.512228]], "forces_ev_per_angstrom": [[1.3, 1.4, 1.1], [0.5, 0.6, 0.3], [-0.7, -1.0, -0.2], [-1.0, -0.1, 1.6], [0.1, -0.2, -0.4], [0.6, -0.5, -0.7], [-1.7, 0.9, 1.7], [3.6, 1.5, -2.1], [-2.1, -2.2, 0.3], [0.6, 0.0, -0.1], [0.0, 0.3, 0.7], [-0.2, -0.6, -0.8], [0.3, -0.7, -0.5], [0.4, 1.2, 0.2], [0.3, -0.8, -0.4], [0.1, 0.4, 0.4], [-0.7, -0.2, -0.5], [-0.2, 0.5, 0.4], [-0.3, 0.0, -0.7], [0.3, -0.1, 0.0], [-0.1, 0.5, 0.1], [0.0, 0.3, 0.9], [-0.7, -0.7, 0.5], [-0.3, 1.1, -1.0], [-0.2, -1.2, -0.4], [0.0, -0.4, 0.4], [-0.3, 0.1, -0.4], [0.2, -0.2, 0.2], [-1.0, 0.9, 0.4], [0.1, -0.5, -0.1], [0.2, -0.7, 0.2], [-0.3, -3.0, -1.1], [-0.3, 3.0, 0.5], [1.2, -3.0, 0.9], [0.0, 1.7, 0.6], [0.8, -0.1, 0.9], [-0.9, -0.4, -1.2], [0.1, 1.2, 0.2], [-1.5, -0.8, -1.3], [1.1, 1.1, 0.4], [0.2, 0.2, 0.3], [0.1, 0.3, -0.1], [0.2, 0.4, -0.5], [-0.2, 0.0, -0.2], [-0.1, 0.3, -0.5], [0.1, 0.2, 0.2], [0.0, -0.3, -0.2], [-0.2, 0.0, 0.1], [0.4, -0.3, 0.1], [-0.5, -0.2, 0.0], [0.4, 0.2, -1.2], [1.0, -0.5, 1.9], [-1.0, 0.5, 0.0], [1.2, 0.1, -0.6], [-0.7, -0.1, -0.5], [0.5, 0.3, 0.3], [0.4, 0.1, -0.3], [-0.1, -0.1, 0.0], [-1.4, -0.2, 0.6], [0.0, 0.1, 0.2], [0.2, -0.1, -0.3]], "nbo_charge": [1.82, -0.76, 0.37, -0.06, -0.31, -0.38, -0.37, 0.08, 0.11, -0.18, -0.12, -0.23, 0.08, -0.54, 0.25, 0.25, 0.24, 0.24, 0.25, 0.25, 0.25, 0.20, -0.67, 0.75, -0.50, -0.08, -0.19, -0.20, 0.09, -0.22, -0.14, -0.54, 0.18, 0.11, -0.17, -0.12, -0.19, 0.08, -0.54, 0.49, 0.24, 0.23, 0.23, 0.26, 0.22, 0.25, 0.25, 0.26, 0.21, -0.31, 0.11, -0.47, 0.09, -0.27, -0.07, -0.26, 0.45, 0.25, 0.27, 0.25, 0.24], "s_squared": 8.761, "multiplicity": 6, "charge": 2, "de_lowest_kcal_mol": 0.8}

=====

{"formula": "C26H24AsBaO6P", "method": "the ωB97M-V functional and the def2-TZVPD basis", "symbols": ["Ba", "O", "C", "C", "O", "C", "C", "O", "C", "O", "O", "C", "As", "C", "C", "O", "H", "H", "H", "H", "H", "H", "H", "H", "H", "C", "C", "C", "C", "C", "C", "P", "C", "C", "C", "C", "C", "C", "C", "C", "C", "C", "C", "C", "H", "H", "H", "H", "H", "H", "H", "H", "H", "H", "H", "H", "H", "H", "H"], "positions_angstrom": [[-0.299015, 0.812344, -1.133790], [3.067200, 0.838447, 3.916055], [2.493150, 0.651865, 2.875553], [1.188984, -0.105402, 2.670484], [0.427324, -0.475443, 3.542150], [1.023368, -0.253118, 1.222240], [2.054339, 0.422089, 0.528876], [2.159762, 0.508522, -0.746530], [2.911514, 1.138198, 1.497142], [3.746776, 1.981403, 1.247329], [0.021890, -0.861301, 0.649741], [-1.248213, -3.305252, -1.109323], [-2.670387, -2.027935, -1.033265], [-4.245894, -2.831317, -1.777608], [-3.018752, -1.676721, 0.809313], [-2.300700, -0.635553, -1.877296], [-1.570701, -4.230503, -0.633185], [-0.397777, -2.881433, -0.565322], [-0.987091, -3.490359, -2.149990], [-4.488103, -3.743807, -1.234588], [-4.077182, -3.057828, -2.828254], [-5.065604, -2.120724, -1.689021], [-3.376498, -2.589352, 1.284923], [-3.778161, -0.899047, 0.878474], [-2.085209, -1.352873, 1.273776], [-3.664938, 7.228527, 0.599412], [-4.086070, 5.909431, 0.642124], [-3.152042, 4.883028, 0.575185], [-1.794808, 5.169511, 0.466683], [-1.380620, 6.500596, 0.423185], [-2.311023, 7.523773, 0.489122], [-0.621947, 3.775787, 0.399580], [0.319178, 4.092470, -1.144736], [1.647822, 3.673014, -1.268611], [2.270014, 3.676027, -2.510869], [1.583102, 4.104934, -3.637246], [0.261703, 4.527288, -3.522687], [-0.368472, 4.512650, -2.288031], [0.571939, 4.078625, 1.730277], [0.438486, 3.298080, 2.878095], [1.307719, 3.465697, 3.945573], [2.325578, 4.403251, 3.863355], [2.469615, 5.179093, 2.721072], [1.596924, 5.019915, 1.657556], [-4.389586, 8.030429, 0.653491], [-5.139115, 5.677041, 0.730884], [-3.477776, 3.850085, 0.614216], [-0.327743, 6.736938, 0.339418], [-1.981705, 8.554109, 0.456975], [2.198944, 3.309774, -0.406037], [3.292995, 3.332572, -2.587950], [2.072464, 4.110178, -4.602333], [-0.276978, 4.868381, -4.397470], [-1.398435, 4.843465, -2.208247], [-0.334812, 2.539837, 2.932998], [1.212398, 2.834501, 4.818534], [3.027144, 4.509309, 4.679960], [3.279382, 5.893437, 2.650794], [1.737043, 5.605347, 0.756744]], "forces_ev_per_angstrom": [[0.0, 0.4, -0.4], [0.0, 0.0, 0.0], [0.0, 0.0, 0.0], [0.0, 0.0, 0.0], [0.0, 0.0, 0.0], [-0.1, -0.1, 0.1], [0.1, 0.1, 0.0], [-0.1, 0.0, 0.0], [0.0, 0.0, -0.1], [0.0, 0.0, 0.0], [0.1, 0.0, 0.0], [0.1, 0.0, 0.1], [0.0, 0.0, 0.0], [0.0, 0.0, 0.0], [-0.1, 0.0, 0.1], [0.2, 0.0, 0.1], [0.0, 0.0, 0.0], [-0.1, 0.0, -0.1], [0.0, 0.0, 0.0], [0.0, 0.0, 0.0], [0.0, 0.0, 0.0], [0.0, 0.0, 0.0], [0.0, 0.0, 0.0], [0.0, 0.0, 0.0], [0.0, 0.0, 0.0], [0.0, 0.0, 0.0], [0.0, 0.0, 0.0], [0.0, 0.0, 0.0], [0.0, 0.0, 0.0], [0.0, 0.0, 0.0], [0.0, 0.0, 0.0], [0.1, 0.0, 0.0], [0.0, -0.1, 0.1], [-0.1, -0.1, 0.1], [0.0, 0.0, 0.0], [-0.1, 0.0, 0.0], [0.1, 0.0, 0.0], [0.0, 0.0, 0.0], [0.0, 0.0, 0.0], [0.0, 0.0, 0.0], [0.0, 0.0, 0.0], [0.0, 0.0, 0.0], [0.0, 0.0, 0.0], [0.0, 0.0, 0.0], [0.0, 0.0, 0.0], [0.0, 0.0, 0.0], [0.0, 0.0, 0.0], [0.0, 0.0, 0.0], [0.0, 0.0, 0.0], [0.0, 0.0, 0.0], [0.0, 0.0, 0.0], [0.0, 0.0, 0.0], [0.0, 0.0, 0.0], [0.0, 0.0, 0.0], [0.0, 0.0, 0.0], [0.0, 0.0, 0.0], [0.0, 0.0, 0.0], [0.0, 0.0, 0.0], [0.0, 0.0, 0.0]], "lowdin_charge": [1.95, 0.13, -0.27, -0.31, 0.09, -0.40, -0.42, -0.28, -0.29, 0.10, -0.35, -0.19, 0.94, -0.20, -0.19, -0.77, 0.05, 0.03, 0.05, 0.04, 0.04, 0.04, 0.05, 0.05, 0.02, -0.08, -0.08, -0.11, -0.38, -0.08, -0.07, 1.02, -0.45, -0.13, -0.06, -0.08, -0.08, -0.11, -0.38, -0.10, -0.07, -0.06, -0.06, -0.10, 0.10, 0.10, 0.09, 0.10, 0.11, 0.10, 0.12, 0.10, 0.11, 0.11, 0.10, 0.12, 0.11, 0.11, 0.10], "de_lowest_kcal_mol": 0.0}